Record 1
Density functional theory data (wB97M-V/def2-TZVPD) for a structure of composition C25H27AuClIN4OP2 in a non-equilibrium geometry.

Structure (XYZ):
```
62
C25H27AuClIN4OP2 | OMol25 | wB97M-V/def2-TZVPD
Au 1.334 -0.603 0.227
C 0.419 0.363 3.614
P 1.602 -0.548 2.581
C 1.863 -2.132 3.444
C 3.180 0.365 2.790
C 4.278 -0.193 1.895
P 3.786 -0.227 0.119
C 4.064 1.468 -0.475
C 5.129 -1.184 -0.653
H 0.761 0.380 4.652
H -0.555 -0.124 3.561
H 0.328 1.380 3.234
H 2.446 -1.954 4.350
H 2.384 -2.839 2.799
H 0.896 -2.552 3.719
H 3.470 0.305 3.846
H 2.981 1.415 2.556
H 4.535 -1.217 2.186
H 5.186 0.414 1.979
H 5.085 1.769 -0.242
H 3.355 2.151 -0.012
H 3.907 1.484 -1.553
H 6.083 -0.697 -0.436
H 4.975 -1.219 -1.732
H 5.135 -2.198 -0.257
Cl -2.125 -5.265 -3.914
C -1.192 -3.966 -3.323
C -0.559 -3.110 -4.214
C 0.224 -2.063 -3.763
I 1.211 -0.762 -5.065
C 0.417 -1.800 -2.374
O 1.150 -0.861 -1.979
C -0.294 -2.669 -1.455
N -0.177 -2.383 -0.152
C -0.811 -3.111 0.739
C -1.592 -4.212 0.392
C -1.719 -4.540 -0.938
C -1.082 -3.751 -1.913
H -0.687 -3.272 -5.275
H -0.692 -2.804 1.769
H -2.079 -4.788 1.164
H -2.314 -5.389 -1.242
N -8.130 4.406 -1.659
C -7.047 4.112 -1.438
C -5.711 3.736 -1.156
C -5.312 2.410 -1.320
C -4.017 2.039 -1.024
C -3.098 2.978 -0.559
C -3.497 4.306 -0.413
C -4.793 4.683 -0.707
N -1.785 2.577 -0.222
C -0.786 3.370 0.279
C 0.283 2.558 0.501
N -0.041 1.283 0.149
C -1.280 1.328 -0.284
H -6.020 1.677 -1.672
H -3.733 1.009 -1.157
H -2.809 5.058 -0.067
H -5.100 5.711 -0.585
H -0.882 4.422 0.440
H 1.250 2.812 0.887
H -1.803 0.463 -0.638
```

The LUMO energy (spin up / spin down) comes out at -6.11 / -8.12 eV. For the relative energy (zero: lowest compared OMol25 entry of this formula, charge and spin), the calculation gives 0.00 kcal/mol. The net charge is +2. Its multiplicity is 3. The calculation puts the HOMO energy (spin up / spin down) at -13.22 / -13.62 eV.

---

Record 2
Density functional theory data (wB97M-V/def2-TZVPD) for a structure of composition C25H27BBeN2O4PS2.

Structure (XYZ):
```
63
C25H27BBeN2O4PS2 | OMol25 | wB97M-V/def2-TZVPD
Be -0.219 0.380 -0.676
C -3.000 -1.064 1.965
C -1.634 -0.507 1.635
N -1.424 -0.096 0.268
N -2.557 -0.165 -0.492
C -2.510 0.217 -1.719
S -1.024 0.748 -2.468
S -3.973 0.127 -2.689
C -5.203 0.783 -1.474
C -5.001 2.229 -1.188
C -5.575 3.210 -1.994
C -5.381 4.555 -1.725
C -4.603 4.943 -0.640
C -4.014 3.974 0.160
C -4.209 2.629 -0.113
C -0.662 -0.477 2.615
C -0.761 -1.304 3.809
C 0.195 -1.344 4.787
C 1.361 -0.561 4.722
C 1.454 0.327 3.650
C 0.505 0.369 2.660
O 0.610 1.456 1.739
H -3.766 -0.486 1.454
H -3.124 -2.108 1.641
H -3.192 -1.002 3.035
H -6.166 0.578 -1.942
H -5.070 0.169 -0.587
H -6.177 2.907 -2.844
H -5.838 5.306 -2.358
H -4.450 5.994 -0.427
H -3.404 4.269 1.004
H -3.736 1.878 0.509
H -1.629 -1.939 3.912
H 0.040 -1.999 5.639
H 2.120 -0.597 5.491
H 2.264 1.052 3.613
O -1.149 2.656 2.939
B -0.222 2.491 1.902
O -0.215 3.618 1.064
C -1.172 4.449 1.574
C -1.588 5.680 1.120
C -2.585 6.323 1.853
C -3.123 5.753 2.999
C -2.704 4.501 3.450
C -1.730 3.866 2.713
H -1.162 6.122 0.229
H -2.956 7.281 1.511
H -3.885 6.285 3.555
H -3.124 4.034 4.330
C 3.948 0.686 -1.418
P 2.683 -0.436 -0.774
C 2.651 -1.863 -1.885
C 3.202 -0.996 0.853
O 1.357 0.239 -0.778
H 4.921 0.199 -1.470
H 4.001 1.559 -0.768
H 3.636 1.000 -2.414
H 3.616 -2.365 -1.943
H 2.354 -1.497 -2.868
H 1.885 -2.551 -1.526
H 4.080 -1.639 0.793
H 2.364 -1.521 1.315
H 3.411 -0.121 1.465
```

The LUMO energy comes out at 2.13 eV. The net charge is -1. Its multiplicity is 1. The calculation puts the HOMO energy at -1.23 eV.

---

Record 3
Density functional theory data (wB97M-V/def2-TZVPD) for a structure of composition C25H27ClN2O4V in a non-equilibrium geometry.

Structure (XYZ):
```
60
C25H27ClN2O4V | OMol25 | wB97M-V/def2-TZVPD
V 0.235 0.411 0.126
Cl -5.191 -2.927 -1.778
C -3.450 -2.821 -1.557
C -2.619 -3.561 -2.378
C -1.242 -3.461 -2.207
C -0.718 -2.645 -1.214
O 0.616 -2.540 -1.060
C -1.570 -1.933 -0.364
C -0.930 -1.136 0.703
N -1.508 0.079 1.060
C -1.350 0.583 2.363
C -2.422 0.868 3.191
C -2.207 1.423 4.457
C -0.932 1.693 4.907
C 0.183 1.422 4.091
C 1.536 1.642 4.483
C 2.550 1.295 3.604
C 2.266 0.790 2.350
N 0.987 0.605 1.908
C -0.044 0.879 2.810
C -2.941 -2.011 -0.553
H -3.039 -4.189 -3.153
H -0.563 -4.004 -2.853
H -0.426 -1.745 1.456
H -3.423 0.664 2.832
H -3.056 1.637 5.096
H -0.771 2.122 5.889
H 1.753 2.059 5.458
H 3.589 1.429 3.879
H 3.057 0.544 1.660
H -3.599 -1.448 0.099
C -2.516 2.952 -1.307
C -1.278 2.275 -1.848
C -0.883 2.771 -3.227
O -1.445 0.839 -1.907
C -0.114 2.374 -0.853
O -0.236 2.934 0.236
O 0.924 1.662 -1.192
H -3.356 2.791 -1.989
H -2.346 4.024 -1.206
H -2.757 2.555 -0.320
H -1.694 2.573 -3.931
H 0.012 2.247 -3.557
H -0.679 3.845 -3.208
H -2.352 0.594 -1.685
C 3.016 -2.131 -2.458
C 2.654 -1.330 -1.197
C 3.160 -2.091 0.034
C 3.368 0.017 -1.292
C 1.131 -1.133 -1.086
H 4.086 -2.366 -2.477
H 2.780 -1.549 -3.355
H 2.457 -3.066 -2.496
H 4.254 -2.148 0.030
H 2.760 -3.106 0.052
H 2.840 -1.594 0.952
H 4.444 -0.149 -1.404
H 3.206 0.634 -0.407
H 3.011 0.592 -2.147
H 0.781 -0.740 -2.056
```

The LUMO energy (spin up / spin down) comes out at 2.81 / 2.81 eV. The net charge is -1. Its multiplicity is 3. The calculation puts the HOMO energy (spin up / spin down) at -2.60 / -4.14 eV.

---

Record 4
Density functional theory data (wB97M-V/def2-TZVPD) for a cluster of 2 separate species, C25H27F3N2O5S4 in total in a non-equilibrium geometry.

Structure (XYZ):
```
66
C25H27F3N2O5S4 | OMol25 | wB97M-V/def2-TZVPD
C -4.249 -0.081 -1.457
N -3.839 -0.532 -0.143
C -4.728 -1.489 0.486
C -2.656 -0.175 0.437
C -1.916 0.963 -0.004
C -0.732 1.312 0.620
C -0.230 0.519 1.673
C 1.014 0.949 2.371
C 1.971 -0.106 2.869
S 3.364 -0.128 1.640
C 3.077 -1.793 0.975
C 2.905 0.774 0.137
O 1.315 2.125 2.517
C -0.958 -0.593 2.134
C -2.154 -0.936 1.523
H -3.429 0.413 -1.987
H -4.580 -0.944 -2.055
H -5.096 0.622 -1.384
H -4.598 -1.489 1.570
H -5.771 -1.230 0.267
H -4.539 -2.509 0.119
H -2.289 1.580 -0.818
H -0.179 2.203 0.308
H 1.538 -1.109 2.951
H 3.553 -1.772 -0.008
H 3.566 -2.530 1.613
H 2.004 -1.996 0.900
H 3.767 0.629 -0.526
H 1.994 0.392 -0.336
H 2.812 1.831 0.394
H -0.583 -1.152 2.990
H -2.689 -1.814 1.881
F 0.751 -1.511 4.903
C 1.574 -0.752 5.685
F 0.807 -0.012 6.508
F 2.317 -1.609 6.410
S 2.593 0.468 4.675
N 3.858 0.544 5.875
S 4.070 1.041 8.399
C 4.569 -0.049 9.823
C 3.673 -0.197 10.874
C 3.959 -1.109 11.901
C 5.141 -1.856 11.849
C 6.054 -1.663 10.801
C 5.759 -0.760 9.770
O 4.831 2.270 8.331
O 2.627 1.133 8.537
S 5.365 0.096 5.492
C 5.242 -1.653 5.093
C 5.918 -2.592 5.869
C 5.713 -3.954 5.624
C 4.806 -4.368 4.645
C 4.139 -3.417 3.865
C 4.468 -2.068 4.021
O 5.860 0.759 4.313
O 6.159 0.111 6.708
H 2.749 0.378 10.883
H 3.246 -1.225 12.721
H 5.337 -2.602 12.620
H 6.991 -2.222 10.789
H 6.429 -0.620 8.924
H 6.585 -2.246 6.649
H 6.266 -4.681 6.219
H 4.608 -5.425 4.486
H 3.372 -3.734 3.150
H 4.155 -1.309 3.293
```

The LUMO energy comes out at -1.32 eV. For the relative energy (zero: lowest compared OMol25 entry of this formula, charge and spin), the calculation gives 62.43 kcal/mol. Its multiplicity is 1. The calculation puts the HOMO energy at -6.14 eV.